Here is a molecular structure, C40H58BN6P2Ti at a distorted geometry from the Open Molecules 2025 dataset. Energies are from ωB97M-V with the def2-TZVPD basis set.

Last column: Löwdin charge in e.
Element x y z (Å)
Ti -0.637 -0.083 -0.053  0.732
C 5.024 1.936 -2.360  -0.089
C 3.510 1.816 -2.518  -0.691
C 2.843 2.698 -1.437  -0.101
C 3.074 2.364 -3.886  -0.115
P 2.695 0.119 -2.317  1.146
C 3.291 -0.423 -0.640  -0.295
N 2.695 0.264 0.499  -0.030
B 1.281 0.625 0.743  -0.453
N 1.397 1.386 2.004  -0.045
C 0.357 1.956 2.854  -0.287
P -1.217 2.068 1.869  1.143
C -2.631 1.752 3.095  -0.679
C -3.788 1.274 2.190  -0.113
C -3.133 2.899 3.966  -0.105
C -2.231 0.580 3.995  -0.106
C -1.198 3.883 1.387  -0.670
C -0.007 3.994 0.412  -0.110
C -2.482 4.168 0.589  -0.088
C -1.016 4.916 2.495  -0.093
C 2.716 1.468 2.422  -0.189
C 3.280 2.102 3.520  -0.025
C 4.665 2.039 3.693  -0.124
C 5.460 1.353 2.786  -0.122
C 4.896 0.717 1.675  -0.032
C 3.521 0.784 1.491  -0.193
C 3.590 -1.221 -3.330  -0.702
C 2.966 -2.555 -2.867  -0.117
C 5.111 -1.342 -3.209  -0.096
C 3.215 -1.014 -4.805  -0.116
H 5.284 2.993 -2.224  0.084
H 5.388 1.398 -1.478  0.067
H 5.565 1.579 -3.235  0.061
H 2.960 3.753 -1.713  0.087
H 1.774 2.486 -1.346  0.055
H 3.302 2.555 -0.456  0.080
H 3.291 3.438 -3.938  0.079
H 3.596 1.880 -4.714  0.056
H 1.997 2.229 -4.033  0.076
H 3.064 -1.484 -0.581  0.080
H 4.372 -0.313 -0.587  0.054
H 0.197 1.328 3.733  0.085
H 0.686 2.933 3.208  0.067
H -4.128 2.060 1.508  0.069
H -3.467 0.433 1.575  0.056
H -4.639 0.955 2.804  0.080
H -3.495 3.742 3.377  0.057
H -3.973 2.537 4.572  0.082
H -2.359 3.253 4.652  0.079
H -1.693 -0.194 3.447  0.046
H -1.609 0.907 4.833  0.077
H -3.134 0.115 4.408  0.087
H -0.097 3.245 -0.378  0.037
H 0.000 4.994 -0.041  0.087
H 0.952 3.847 0.922  0.078
H -2.649 3.390 -0.160  0.057
H -3.365 4.230 1.230  0.064
H -2.384 5.125 0.062  0.084
H -0.077 4.778 3.036  0.067
H -0.976 5.911 2.032  0.085
H -1.831 4.920 3.216  0.049
H 2.666 2.641 4.230  0.097
H 5.123 2.535 4.542  0.088
H 6.532 1.304 2.941  0.088
H 5.532 0.180 0.983  0.092
H 3.466 -2.943 -1.978  0.071
H 1.900 -2.459 -2.646  0.068
H 3.071 -3.304 -3.661  0.079
H 5.443 -1.345 -2.166  0.071
H 5.435 -2.289 -3.662  0.083
H 5.627 -0.540 -3.733  0.060
H 2.138 -0.860 -4.923  0.074
H 3.730 -0.156 -5.239  0.057
H 3.495 -1.900 -5.388  0.078
N -2.252 -2.891 -0.171  0.110
C -1.687 -2.712 1.096  -0.330
C -2.097 -3.553 2.102  -0.075
C -1.519 -3.471 3.375  -0.139
C -0.449 -2.557 3.517  -0.144
C -0.099 -1.731 2.497  -0.188
N -0.778 -1.682 1.265  -0.066
C -1.920 -2.422 -1.406  -0.290
C -2.526 -3.061 -2.511  -0.040
C -2.292 -2.611 -3.767  -0.093
C -1.462 -1.490 -3.935  -0.083
C -0.896 -0.921 -2.834  -0.173
N -1.065 -1.375 -1.564  -0.017
H -2.890 -3.664 -0.203  0.126
H -2.847 -4.307 1.888  0.098
H -1.819 -4.140 4.168  0.067
H 0.117 -2.500 4.439  0.094
H 0.740 -1.058 2.596  0.083
H -3.179 -3.907 -2.343  0.104
H -2.749 -3.106 -4.616  0.099
H -1.271 -1.064 -4.911  0.098
H -0.272 -0.044 -2.915  0.073
N -1.369 1.286 -0.943  -0.173
C -2.292 1.549 -1.890  -0.447
C -2.111 2.539 -2.900  -0.066
C -3.052 2.760 -3.894  -0.133
C -4.237 2.028 -3.948  -0.150
C -4.457 1.069 -2.960  -0.126
C -3.529 0.840 -1.957  -0.064
H -1.187 3.107 -2.877  0.092
H -2.861 3.520 -4.646  0.086
H -4.968 2.201 -4.728  0.076
H -5.376 0.490 -2.976  0.089
H -3.717 0.090 -1.199  0.089

Output
Orbital gap (alpha / beta)   3.8 / 3.8 eV
HOMO energy (alpha / beta)   -1.293 / -1.254 eV
Net charge   -1